Here is 3 unconnected molecules or ions with the total composition C31H30BrF27N4O4PS2 from the Open Molecules 2025 dataset. Energies are from ωB97M-V/def2-TZVPD.

The geometry in XYZ format:
```
100
Properties=species:S:1:pos:R:3:forces:R:3:lowdin_charge:R:1
C 2.06779 6.11112 1.03167 -0.252 0.499 -0.065 -0.01
C 0.63124 5.70184 1.25722 0.349 -0.206 -0.178 -0.38
F -0.11780 6.82718 1.54397 -0.304 0.031 0.028 0.01
C 0.48499 4.73145 2.45828 0.250 0.167 0.307 -0.05
C -0.43825 3.59956 2.27391 -0.762 0.017 0.137 -0.11
N -1.70151 3.52492 2.64070 0.238 -0.026 -1.375 -0.03
S -2.60898 4.72381 3.57773 0.055 0.123 1.639 0.82
O -3.79091 4.05228 3.98504 0.201 -0.052 -0.457 -0.22
O -1.67205 5.20649 4.53220 0.025 -0.035 -0.468 -0.20
C -3.19393 6.28908 2.61173 -0.396 -0.033 -0.438 -0.44
F -2.46625 7.25421 3.09335 0.672 0.406 0.143 0.18
F -4.43140 6.42117 3.05457 -0.359 -0.120 0.120 0.17
C -3.21863 6.33560 1.04061 0.367 -0.106 0.438 -0.59
F -4.41837 6.04951 0.60610 -0.530 -0.308 -0.233 0.22
F -2.34972 5.44228 0.54122 0.167 -0.337 -0.090 0.15
F -2.87878 7.53004 0.64244 0.177 0.467 -0.164 0.24
C -2.25726 2.14080 2.41567 -0.095 -0.203 0.914 -0.55
Br -1.95407 1.34428 4.23528 -0.058 -0.086 -0.051 1.02
C -3.75738 1.92595 2.16166 -0.193 0.384 0.038 -0.17
C -4.51135 2.89909 1.25798 -0.177 -0.040 -0.179 -0.05
C -5.90580 2.36619 0.91412 -0.051 0.092 0.052 -0.42
F -6.35687 1.55778 1.91026 0.065 0.168 -0.189 0.14
F -6.78490 3.39618 0.79716 0.218 -0.254 0.067 0.14
C -5.98094 1.54549 -0.39219 -0.734 -0.202 -0.023 -0.33
F -5.07885 0.53417 -0.30724 -0.011 0.256 -0.007 0.14
F -7.21195 0.99220 -0.45614 0.365 0.030 0.069 0.16
C -5.74416 2.35903 -1.71692 0.475 -0.362 -0.140 -0.31
F -4.69113 1.80370 -2.36118 -0.175 0.233 0.158 0.15
F -5.42459 3.64544 -1.44348 -0.053 -0.157 0.016 0.15
C -6.93501 2.35552 -2.71282 0.328 0.306 0.108 -0.58
F -8.01705 2.86526 -2.15156 -0.250 0.074 0.125 0.21
F -6.58404 3.11952 -3.73953 0.009 0.112 -0.239 0.20
F -7.16792 1.13210 -3.14528 -0.108 -0.302 -0.043 0.21
C -1.26795 1.50723 1.40191 -0.212 -0.541 0.783 -0.30
C -1.36569 -0.04644 1.54634 0.545 -0.272 -0.622 -0.11
C -0.12957 -0.84828 1.98800 -0.050 0.036 0.499 -0.06
C -0.23596 -2.32764 1.61903 -0.515 0.025 -0.052 -0.44
F 0.35718 -3.10449 2.54797 -0.113 0.190 -0.134 0.13
F -1.56910 -2.66215 1.62804 0.273 0.033 0.058 0.11
C 0.24746 -2.73068 0.18950 -0.014 -0.281 -0.093 -0.42
F -0.36124 -3.86457 -0.15573 0.063 0.081 0.042 0.14
F -0.14371 -1.77092 -0.67162 0.109 -0.001 0.109 0.12
S 2.11763 -3.04864 -0.01422 -0.336 0.058 -0.027 0.76
F 2.31184 -1.74440 -0.88345 0.039 0.157 -0.044 -0.13
F 2.42004 -2.18440 1.29271 0.133 0.056 0.070 -0.13
F 1.94406 -4.34365 0.86765 0.129 -0.104 0.009 -0.11
F 1.83288 -3.86800 -1.32955 0.089 -0.055 0.004 -0.10
F 3.65012 -3.35349 -0.14094 -0.074 0.038 -0.046 -0.10
C -1.76849 1.86921 0.00435 -0.108 0.150 -0.098 -0.13
O -0.84086 1.34761 -0.92146 0.084 0.054 -0.146 0.00
C -1.22577 1.39584 -2.23215 -0.306 0.047 0.173 -0.71
F -2.18668 0.50186 -2.48222 0.077 0.008 0.042 0.19
F -0.18340 1.14739 -2.97758 0.166 -0.069 -0.120 0.23
F -1.72381 2.60805 -2.54005 0.091 -0.022 0.002 0.17
C 0.06005 2.25265 1.74459 -0.110 0.732 -0.439 -0.45
O 0.85586 1.80532 2.81882 0.158 -0.305 -0.006 -0.02
P 1.38500 2.48700 0.40116 0.424 -1.484 -0.805 0.86
N 1.98533 1.28098 -0.36081 -0.175 0.345 0.753 -0.21
H 2.66488 5.29867 0.62861 0.081 -0.103 0.158 0.07
H 2.06910 6.90933 0.29221 0.022 0.037 -0.069 0.10
H 2.49477 6.51751 1.94515 0.171 -0.141 0.100 0.10
H 0.25007 5.27175 0.33259 -0.302 0.048 0.006 0.11
H 1.46728 4.30690 2.65709 -0.034 -0.169 0.049 0.13
H 0.22137 5.31544 3.33356 -0.092 0.153 0.027 0.13
H -3.87930 0.92217 1.76342 0.260 -0.175 0.022 0.13
H -4.26732 1.93018 3.11671 0.002 -0.050 0.042 0.09
H -4.00068 3.12645 0.33106 0.093 0.073 -0.144 0.11
H -4.71545 3.83706 1.75661 0.074 0.182 0.196 0.11
H -1.67797 -0.44589 0.58578 0.008 0.137 -0.168 0.12
H -2.16696 -0.30408 2.22768 -0.114 0.081 0.055 0.09
H 0.81622 -0.42555 1.67095 0.098 -0.049 -0.266 0.10
H -0.09340 -0.86924 3.07940 0.094 0.005 0.074 0.12
H -1.87600 2.94522 -0.13932 0.108 0.202 -0.004 0.13
H -2.74522 1.41566 -0.15478 -0.079 -0.107 0.019 0.13
H 0.35092 1.24505 3.42580 -0.118 0.098 0.108 0.04
H 2.34125 3.13554 1.19248 -0.177 0.373 -0.023 0.03
H 0.84067 3.46238 -0.45616 -0.054 0.266 0.249 0.03
H 1.58649 0.37633 -0.17086 0.103 -0.231 -0.369 -0.04
N 8.40749 -6.59117 -1.89212 -0.011 -0.010 0.012 0.06
C 8.18599 -6.78718 -0.59460 0.022 -0.025 0.007 -0.15
C 7.10626 -6.24734 0.08935 -0.003 0.007 -0.033 -0.07
C 6.20945 -5.45878 -0.61433 0.034 -0.047 0.003 -0.08
C 6.42749 -5.24600 -1.96522 -0.013 0.020 0.020 -0.07
C 7.53762 -5.83327 -2.55386 0.058 0.076 -0.020 -0.18
H 8.91113 -7.40801 -0.08032 -0.016 -0.002 0.026 0.10
H 6.97542 -6.44194 1.14495 0.011 -0.008 0.008 0.10
H 5.35510 -5.02104 -0.11901 -0.016 -0.008 0.034 0.08
H 5.75249 -4.64075 -2.55504 0.001 -0.005 -0.021 0.10
H 7.74018 -5.69472 -3.61024 -0.028 0.032 -0.006 0.11
N 5.72703 -8.43720 -5.39634 -0.041 0.006 0.002 0.06
C 5.90072 -8.35665 -4.07932 0.038 -0.055 -0.066 -0.16
C 4.90969 -8.65022 -3.15383 -0.017 0.012 0.008 -0.07
C 3.66871 -9.04919 -3.62199 -0.011 0.007 0.005 -0.08
C 3.47226 -9.13833 -4.99106 0.006 0.007 0.019 -0.08
C 4.52997 -8.82316 -5.83120 0.006 0.013 -0.033 -0.16
H 6.88475 -8.04760 -3.75303 0.030 -0.046 0.054 0.08
H 5.11262 -8.56714 -2.09429 0.021 0.009 0.002 0.10
H 2.86892 -9.28916 -2.93306 -0.004 -0.008 0.003 0.10
H 2.52101 -9.44684 -5.40232 0.000 -0.009 -0.016 0.10
H 4.41555 -8.88381 -6.90790 -0.031 -0.007 0.000 0.10
```
Forces are in eV/Å.

The value obtained for the frontier orbital gap is 5.00 eV. As for the charge: +1. The calculation puts the lowest unoccupied orbital energy at -5.519 eV.



Here is 3 unconnected molecules or ions with the total composition C29H65O8PS2 from the Open Molecules 2025 dataset. Energies are from ωB97M-V/def2-TZVPD.

The geometry in XYZ format:
```
105
Properties=species:S:1:pos:R:3:forces:R:3:lowdin_charge:R:1
C -1.89189 1.40850 5.70892 -0.820 0.003 0.729 -0.10
C -3.42522 1.26100 5.65874 0.829 -0.521 0.251 -0.23
C -3.86816 0.50840 4.42086 -0.098 0.746 -0.650 -0.19
C -3.30214 1.09279 3.10499 -1.782 -1.346 -0.185 -0.22
C -4.40910 1.42173 2.11363 0.260 1.219 0.646 -0.20
C -3.89239 1.96032 0.78950 -0.431 -0.496 -0.582 -0.19
C -3.50517 0.86555 -0.21291 -0.029 -0.468 0.806 -0.18
C -2.05330 0.45512 -0.03834 0.240 0.455 -0.661 -0.13
C -1.39805 -0.27986 -1.20812 -0.942 -0.371 0.500 -0.33
C -2.30410 -1.25071 -1.94971 0.722 -0.387 -0.488 -0.13
C -1.70235 -1.64047 -3.30201 -0.856 0.109 0.247 -0.20
C -2.46527 -2.78804 -3.95978 1.084 0.414 -0.550 -0.20
C -1.59562 -3.43438 -5.04250 -0.805 -0.363 0.210 -0.23
C -2.42196 -4.10005 -6.13788 0.907 -0.600 -0.540 -0.26
C -1.62749 -5.26400 -6.76574 -0.437 -0.022 0.263 -0.11
O -0.30608 -1.01185 -0.64915 0.099 0.511 -0.510 -0.09
C 0.96887 -0.79215 -1.22036 0.031 -0.809 0.706 -0.12
C 1.95037 -0.81050 -0.07733 -0.429 0.610 0.007 -0.45
O 1.99706 -2.06268 0.55557 -0.076 -0.186 0.355 0.04
O 3.17563 -0.45198 -0.61216 0.195 -0.657 0.011 -0.06
C 4.16035 -0.27196 0.38302 0.728 0.810 0.144 -0.19
C 3.87435 0.96035 1.23836 -0.235 -0.718 0.189 -0.18
C 3.33602 2.09936 0.41677 0.039 1.114 0.169 -0.24
C 3.24398 3.43265 1.20941 -0.564 -1.346 -0.464 -0.17
P 1.69818 3.60262 2.14072 1.287 0.690 1.256 0.49
O 1.95349 4.22165 3.43428 0.061 0.707 0.872 -0.26
O 1.12269 2.11744 2.35428 -0.484 0.492 -1.086 -0.22
C -0.14280 2.08081 3.05082 -0.150 -0.809 0.103 -0.23
C -0.63434 0.63296 3.07718 1.753 -0.015 -0.783 -0.07
O 0.62599 4.50425 1.35570 -0.063 -1.377 -0.539 -0.18
C -0.07398 3.85841 0.27862 -0.185 0.421 -0.842 -0.28
C 0.52674 4.15355 -1.09383 -0.493 -0.055 0.048 -0.06
H -1.57097 2.33640 5.25710 0.151 0.053 -0.257 0.07
H -1.45358 0.55702 5.19660 -0.348 0.438 1.295 0.04
H -1.52938 1.42796 6.73018 0.032 0.009 0.250 0.08
H -3.88821 2.23669 5.73032 -0.271 0.200 0.034 0.11
H -3.69716 0.66596 6.52353 -0.402 0.089 0.286 0.10
H -4.95023 0.52723 4.32569 -0.276 -0.082 0.235 0.10
H -3.58463 -0.53441 4.48015 0.131 -0.326 0.237 0.11
H -2.72299 0.29581 2.64866 -1.059 0.339 0.296 0.07
H -2.66588 1.94895 3.28646 -0.027 0.175 -0.083 0.10
H -5.00245 2.21589 2.56843 -0.286 0.084 0.096 0.11
H -5.08476 0.58419 1.98230 -0.035 -0.312 -0.140 0.11
H -4.68162 2.56797 0.35808 -0.021 0.267 -0.158 0.11
H -3.01801 2.58220 0.95851 0.036 0.416 0.095 0.09
H -3.73808 1.12573 -1.23811 0.128 0.333 -0.245 0.11
H -4.11840 -0.00190 0.01864 -0.260 -0.220 -0.215 0.12
H -1.88114 -0.11005 0.86805 -0.249 -0.400 -0.194 0.10
H -1.48790 1.37928 0.09175 0.210 0.007 0.151 0.09
H -1.07822 0.47994 -1.92093 0.443 0.045 -0.172 0.15
H -2.41528 -2.16386 -1.37296 -0.218 -0.052 0.405 0.11
H -3.28768 -0.85304 -2.16929 -0.268 0.196 0.272 0.11
H -1.81117 -0.76481 -3.93872 0.399 0.168 -0.302 0.12
H -0.65134 -1.89336 -3.23136 0.302 -0.036 0.168 0.10
H -3.32838 -2.38136 -4.47834 -0.516 -0.067 0.328 0.11
H -2.73256 -3.51995 -3.20530 -0.444 -0.150 -0.005 0.09
H -0.98819 -4.22001 -4.59965 0.314 0.037 0.235 0.11
H -0.93058 -2.69113 -5.46636 0.248 0.128 -0.193 0.11
H -3.33982 -4.49870 -5.72662 -0.367 0.094 0.076 0.10
H -2.65202 -3.41140 -6.94455 -0.307 0.375 0.116 0.10
H -1.88656 -6.19691 -6.27689 0.001 -0.239 0.150 0.07
H -0.56745 -5.12191 -6.60664 0.357 0.090 -0.233 0.06
H -1.83177 -5.40084 -7.82131 0.036 0.047 -0.220 0.06
H 1.22766 -1.62665 -1.87128 0.057 0.135 -0.468 0.13
H 1.07138 0.17649 -1.69694 -0.189 0.128 -0.374 0.13
H 1.60002 -0.05742 0.63846 0.076 0.015 0.211 0.14
H 1.67431 -1.95025 1.46033 0.109 -0.133 -0.323 0.10
H 5.09640 -0.11175 -0.13877 0.123 0.004 -0.319 0.12
H 4.29905 -1.14079 1.02140 -0.220 -0.322 -0.068 0.12
H 4.79585 1.26690 1.72040 0.290 0.073 0.034 0.11
H 3.20743 0.65732 2.04045 -0.317 0.263 0.219 0.10
H 4.03508 2.27500 -0.38510 0.059 -0.080 -0.435 0.09
H 2.35758 1.89993 -0.00698 -0.092 -0.332 -0.196 0.08
H 3.41144 4.27164 0.54774 -0.283 0.329 -0.109 0.09
H 4.04890 3.44375 1.93008 0.054 0.181 0.420 0.09
H -0.89230 2.68880 2.54989 0.130 0.325 -0.258 0.10
H -0.01389 2.49727 4.04204 0.277 0.029 0.125 0.10
H 0.17941 0.00230 2.73997 0.400 -0.186 0.040 0.09
H -1.44836 0.49316 2.37737 1.606 0.051 0.431 0.01
H -0.90323 0.34592 4.08572 0.356 -0.357 -1.387 0.04
H -1.08637 4.24162 0.28697 -0.215 0.207 0.286 0.11
H -0.15387 2.78075 0.39807 0.210 -0.050 0.380 0.08
H 1.08791 3.31693 -1.49150 0.417 -0.016 0.025 0.06
H -0.29061 4.33195 -1.78487 -0.138 -0.009 -0.229 0.07
H 1.10921 5.06333 -1.07788 0.327 0.139 0.058 0.08
C 8.71738 1.94984 -0.80643 0.043 -0.074 -0.078 -0.27
S 7.58182 3.25271 -0.31546 0.042 0.045 0.069 0.83
O 6.22569 2.64160 -0.24195 0.144 0.010 -0.052 -0.54
C 7.66133 4.16942 -1.85856 0.004 0.003 -0.120 -0.27
H 8.77968 1.23441 0.01066 -0.035 0.035 0.038 0.05
H 8.34253 1.45377 -1.70173 -0.052 0.028 0.008 0.06
H 9.70199 2.37893 -0.99143 -0.001 0.019 0.024 0.05
H 7.35687 3.52603 -2.68409 -0.020 -0.040 0.040 0.06
H 8.67773 4.53164 -2.01184 0.005 0.008 0.030 0.05
H 6.98131 5.01500 -1.78201 -0.013 -0.011 0.063 0.05
C -0.94568 -4.95869 -0.10546 0.039 0.027 0.040 -0.26
S -2.30889 -5.74723 -0.97332 0.120 -0.001 -0.078 0.79
O -3.45248 -4.79675 -0.94868 0.003 0.025 0.067 -0.55
C -2.63411 -7.00421 0.26987 -0.011 -0.036 0.115 -0.27
H -0.61334 -4.10730 -0.69796 -0.033 0.013 -0.007 0.04
H -1.28374 -4.61392 0.87188 -0.057 0.007 -0.020 0.06
H -0.12592 -5.66900 0.00307 -0.001 -0.007 -0.031 0.06
H -2.86137 -6.52686 1.22311 -0.005 0.051 -0.026 0.06
H -1.76265 -7.65183 0.36598 0.008 0.006 -0.031 0.05
H -3.48906 -7.59019 -0.06019 -0.006 0.032 -0.053 0.05
```
Forces are in eV/Å.

The value obtained for the frontier orbital gap is 9.54 eV. The calculation puts the lowest unoccupied orbital energy at 0.572 eV.



Let's list max |F| in order: 1.74; 2.24 eV/Å.
Let's list E_tot in order: -8126.99593; -2883.53184 Eh.